The following is a quantum chemistry calculation of 2 unconnected molecules or ions with the total composition C14H16O at a distorted geometry, from OMol25.

```
! wB97M-V def2-TZVPD RIJCOSX def2/J DEFGRID3
* xyz 0 1
C 2.25881 0.29832 -0.16477
H 2.18440 1.36274 -0.15749
H 2.18992 -1.77300 2.51557
C 1.41740 -1.78126 -0.79796
O -1.72256 0.03748 2.19795
C 1.39364 -3.67514 0.91496
H 2.37408 -4.23642 1.06916
C 2.62162 -0.19346 1.09850
H 3.15475 0.40475 1.80948
H -0.45118 3.28719 -2.33404
C 1.78492 -0.48531 -1.17411
H 0.96093 -3.62533 1.92332
H 1.72085 0.00554 -2.18740
H -1.95159 3.21635 -3.04730
H 1.04496 -2.44983 -1.65095
C 1.54853 -2.31140 0.46106
H -2.21630 0.36559 2.92477
H -0.76718 -0.30874 -2.18866
C -1.99338 2.04917 0.87844
H -2.14067 3.62204 -0.49699
C -1.22299 0.29846 -1.30216
C 2.09389 -1.46578 1.42377
C -1.10340 2.51450 -2.71408
H -1.89252 2.71959 1.69526
C -1.90979 0.67558 0.99118
H -0.73156 1.74479 -3.40630
C -1.53266 -0.12425 -0.04507
H -1.39998 -1.17030 0.15036
C -1.56824 1.74867 -1.51449
C -1.96293 2.58510 -0.44847
H 0.74899 -4.26404 0.15695
*
```

As for the orbital gap: 8.93 eV. As for the molar mass: 200.281 Da. The value obtained for the relative energy (zero: lowest compared OMol25 entry of this formula, charge and spin) is 269.3 kJ/mol. The value obtained for the HOMO energy is -0.297 hartree.

Here are the Löwdin charges for atoms 1 to 2, given in e: number 1, C, carries -0.122; number 2, H, carries 0.096

The following is a quantum chemistry calculation of 2 unconnected molecules or ions with the total composition C14H16O at a distorted geometry, from OMol25.

```
! wB97M-V def2-TZVPD RIJCOSX def2/J DEFGRID3
* xyz 0 1
C 1.07137 -2.13130 -0.41188
C 0.08161 -2.00933 -2.75903
H -1.06155 3.57330 0.47707
H -1.10434 -1.66401 1.91246
C 0.00167 -0.36183 3.33493
C -0.50001 -1.25105 -3.77897
H 0.61571 -3.11515 -0.45480
H 0.63510 1.81411 -2.76201
O -0.03312 -1.14491 4.46000
C -0.17395 0.08858 -3.87374
C -0.45521 1.61271 1.41058
H -0.57480 -1.92638 4.32859
H 1.23831 0.60303 -0.87190
C 0.39677 0.75824 -2.79639
H -1.08380 -1.66921 -4.57572
H -1.20018 2.33492 -0.56112
C 0.18334 1.92824 2.61900
C -0.57044 2.60722 0.29259
C 0.79375 0.02421 -1.67039
H 0.75070 1.14641 4.58207
H 0.44842 2.70076 -0.09882
H 2.14647 -2.26858 -0.58454
C -0.68811 -0.71010 2.18203
H 0.39756 2.97715 2.79694
H -0.16848 -3.05083 -2.57587
H 0.90965 -1.62607 0.52736
H -0.61419 0.62791 -4.70076
C 0.65104 -1.35686 -1.66988
C -0.94096 0.32866 1.26837
H -1.54922 0.18844 0.37874
C 0.39689 0.97172 3.57511
*
```

As for the orbital gap: 9.16 eV. As for the molar mass: 200.281 Da. The value obtained for the relative energy (zero: lowest compared OMol25 entry of this formula, charge and spin) is 94.9 kJ/mol. The value obtained for the HOMO energy is -0.307 hartree.

Here are the Löwdin charges for atoms 1 to 2, given in e: number 1, C, carries -0.034; number 2, C, carries -0.049

The following is a quantum chemistry calculation of 2 unconnected molecules or ions with the total composition C14H16O2 at a distorted geometry, from OMol25.

```
! wB97M-V def2-TZVPD RIJCOSX def2/J DEFGRID3
* xyz 0 1
C 0.42599 -2.71900 2.67948
C 2.80830 0.60826 -2.06948
C 0.07206 0.83999 -2.44195
H 0.06865 -3.64495 3.13085
C 1.92077 0.27874 -1.06835
C -0.59985 -1.62309 2.78199
H 0.78682 -0.07448 2.29610
O -3.45252 1.34463 2.24524
C -2.53012 0.34479 2.44908
H -0.10945 -0.11509 -0.52631
H -0.05326 3.03421 -4.28612
C 0.54679 0.33144 -1.24612
H 1.38947 -2.46554 3.11850
C 0.35200 2.07669 -4.58173
C -2.92713 -0.92790 2.82921
H 2.94329 1.37112 -4.11165
C 0.95166 1.32944 -3.41594
H 1.08529 2.26889 -5.36920
H 3.86774 0.44765 -1.88500
H -2.14064 -2.87804 3.41253
C -1.94805 -1.88211 3.02719
C -1.20289 0.68051 2.29622
H 3.29955 -0.19207 0.18879
H -0.42063 1.47519 -5.07335
H -0.98077 0.87551 -2.67436
C 2.31585 1.16711 -3.24737
H -4.34126 0.95964 2.26483
H -3.96910 -1.13646 3.00061
H 0.60219 -2.90849 1.62566
O 2.33663 -0.21930 0.14335
H -0.85364 1.67296 2.04618
C -0.24375 -0.32022 2.46114
*
```

As for the orbital gap: 9.02 eV. As for the molar mass: 216.280 Da. The value obtained for the relative energy (zero: lowest compared OMol25 entry of this formula, charge and spin) is 23.8 kJ/mol. The value obtained for the HOMO energy is -0.303 hartree.

Here are the Löwdin charges for atoms 1 to 2, given in e: number 1, C, carries -0.052; number 2, C, carries -0.026

The following is a quantum chemistry calculation of a molecular structure, C14H17BeN3O at a distorted geometry, from OMol25.

```
! wB97M-V def2-TZVPD RIJCOSX def2/J DEFGRID3
* xyz 0 1
C 1.27036 -1.74168 -0.14442
H 0.72810 3.61062 -1.97129
H 1.21831 -2.85590 -0.00153
C -0.60489 1.24100 -1.50490
N -0.58896 -1.92282 2.45812
C -2.04858 -0.57155 -1.72708
H -2.71396 1.72918 -4.15107
C 2.48602 2.89290 0.84702
H -0.78873 -3.46126 1.34856
N -1.04123 0.02394 -1.03777
N 0.85171 1.14298 0.38592
O -0.89668 -3.78922 4.07989
H -1.15163 -2.88693 -0.16224
C -0.71765 -3.02697 3.21035
H 3.27341 3.26179 1.50665
H -0.84208 2.85715 -2.93755
H -3.50096 -0.52978 -3.32931
H 1.54737 -2.08442 2.43767
C -2.24686 1.24798 -3.29757
H -0.04977 -1.39715 3.53513
C 0.80631 -1.26293 2.33572
C -1.20099 1.87327 -2.62456
H 1.11044 -0.33386 2.91385
H -2.28964 -2.26185 1.18357
C 1.85729 1.67105 1.13107
H 2.54267 4.56149 -0.53782
H 1.25684 -1.57585 -1.25188
H 2.14686 1.08199 2.00464
H -2.36901 -1.53900 -1.33395
C 1.07159 3.08390 -1.07782
H 2.28759 -1.42917 0.20013
C 0.47352 1.84672 -0.73125
C -1.25588 -2.38901 0.81260
C -2.68001 -0.00012 -2.84290
Be -0.02387 -0.67867 0.55559
C 2.08302 3.61215 -0.28158
*
```

As for the orbital gap (alpha / beta): 4.68 / 4.68 eV. As for the molar mass: 252.322 Da. The value obtained for the relative energy (zero: lowest compared OMol25 entry of this formula, charge and spin) is 992.2 kJ/mol. The value obtained for the HOMO energy (alpha / beta) is -0.193 / -0.193 hartree.

Here are the Löwdin charges for atoms 1 to 2, given in e: number 1, C, carries -0.224; number 2, H, carries 0.103

The following is a quantum chemistry calculation of a molecular structure, C14H17BrN3O6W, from OMol25.

```
! wB97M-V def2-TZVPD RIJCOSX def2/J DEFGRID3
* xyz 1 3
H 4.86362 -0.54844 1.74177
O -0.94371 -1.48697 3.28361
H -0.89092 2.50414 -3.51267
H -2.67451 2.26291 1.48104
H -1.03060 -3.24319 0.10182
H 1.27476 -1.80147 -0.77846
O 0.20136 2.63152 1.06489
N 1.57840 -0.09424 1.28122
C -0.95415 1.85093 -2.64595
C -0.90827 3.43979 1.33136
H -2.37415 -1.24604 -1.79086
H 1.51021 -2.00797 4.02903
H 4.00203 -1.86807 3.66990
N 0.33724 1.79574 -1.89213
O -0.81080 4.43431 1.96286
H 1.06700 1.34435 -2.43722
C 2.89239 -0.01433 1.09723
C 3.80429 -0.63837 1.93026
H 0.96314 -1.16109 -2.41239
C 1.11340 -0.80001 2.32761
H -2.30142 -1.15338 -0.00846
O -0.51234 -0.77166 -0.99457
C 3.31435 -1.36956 3.00013
C 0.51972 -1.65993 -1.55180
H 0.66133 2.75068 -1.73953
H 0.44135 -3.81183 -1.81093
N -1.73787 2.01328 -0.39757
H -0.59648 -2.90503 -2.91332
C -2.17894 2.85460 0.70617
H -2.17995 -3.61466 -1.18813
O -0.99485 0.04483 1.64886
H -2.86125 3.63528 0.37643
H -1.20526 0.84398 -2.97770
O -2.93199 3.07826 -2.05739
C -1.79769 -1.50574 -0.90270
C -0.38923 -0.79120 2.48511
Br 3.48306 0.98601 -0.38300
C -0.21169 -2.94603 -1.89370
C 1.94331 -1.45747 3.20636
W -0.09776 0.99288 0.14097
C -2.01863 2.38540 -1.68330
C -1.36851 -2.95222 -0.89480
*
```

As for the orbital gap (alpha / beta): 6.84 / 8.53 eV. As for the molar mass: 587.049 Da. The value obtained for the relative energy (zero: lowest compared OMol25 entry of this formula, charge and spin) is 19.4 kJ/mol. The value obtained for the HOMO energy (alpha / beta) is -0.412 / -0.469 hartree.

Here are the Löwdin charges for atoms 1 to 2, given in e: number 1, H, carries 0.118; number 2, O, carries 0.163

The following is a quantum chemistry calculation of a molecular structure, C14H17Cl3GeN4O3RhS2, from OMol25.

```
! wB97M-V def2-TZVPD RIJCOSX def2/J DEFGRID3
* xyz 2 2
N -3.54279 -0.28638 1.04246
O 0.71345 0.66676 -0.15059
H -0.37205 5.31281 -1.76890
Cl 2.40944 -1.75340 -3.76189
C 3.66182 -4.29874 0.41464
N -1.06004 6.92269 0.19820
C -0.95165 3.60328 1.66726
H 3.15382 -1.86254 1.61891
C 3.00103 -1.97883 0.54311
C -4.36426 -1.31840 1.26754
S -0.43210 1.18116 0.71418
Ge 0.88607 -0.52104 -3.08276
C -0.37583 3.47337 -0.70402
C -3.02506 -2.78058 -0.04141
S 1.41168 -2.81405 0.37517
Rh -0.37331 -0.88758 -1.01688
O -0.42949 0.78139 2.07929
C -0.53307 4.82322 -0.81771
Cl -1.04428 -1.17001 -3.70995
H -1.39169 5.54055 2.41762
C -1.11050 4.95416 1.55343
C -4.15612 -2.58303 0.72616
H -4.85493 -3.38714 0.90192
H 2.89073 -0.98861 0.10211
C -0.57910 2.84703 0.53863
H 5.04027 -2.61730 0.21385
N -2.19783 -1.75255 -0.25497
H 1.65726 -5.16026 0.83721
H 1.92590 -4.70605 -0.86282
H -0.09133 2.88987 -1.56715
N -1.58158 0.39128 -0.19635
C 2.15942 -4.45921 0.17481
C 4.03437 -2.90710 -0.08493
C -2.52694 -0.56854 0.27886
H 3.97717 -2.85664 -1.17406
H -5.22183 -1.11614 1.89737
H -2.76692 -3.73419 -0.48205
H -1.10279 3.11278 2.61860
C -0.90550 5.60028 0.31004
H -1.31663 7.48574 0.99070
O 0.92788 -2.50220 -1.09154
H -0.91193 7.39529 -0.67646
Cl 1.28109 1.50618 -3.41442
H 4.20304 -5.08987 -0.10199
H 3.88510 -4.38747 1.47878
*
```

As for the orbital gap (alpha / beta): 5.50 / 5.03 eV. As for the molar mass: 635.324 Da. The value obtained for the relative energy (zero: lowest compared OMol25 entry of this formula, charge and spin) is 176.6 kJ/mol. The value obtained for the HOMO energy (alpha / beta) is -0.504 / -0.504 hartree.

Here are the Löwdin charges for atoms 1 to 2, given in e: number 1, N, carries 0.189; number 2, O, carries -0.427